(a)
{"formula": "C2H10N2O3", "method": "wB97M-V/def2-TZVPD", "lumo_energy_ev": 0.54, "smiles": "NCNC=O.O.O", "multiplicity": 1, "charge": 0, "gap_ev": 10.42, "elements": ["N", "C", "N", "C", "O", "H", "H", "H", "H", "H", "H", "O", "H", "H", "O", "H", "H"], "positions_angstrom": [[-0.604, 0.322, -1.572], [0.476, -0.556, -1.024], [0.917, 0.016, 0.211], [2.248, 0.074, 0.510], [3.108, -0.518, -0.093], [-0.907, -0.070, -2.463], [-0.079, 1.153, -1.882], [1.283, -0.666, -1.743], [0.071, -1.550, -0.864], [0.277, 0.238, 0.959], [2.531, 0.767, 1.326], [-1.513, -0.297, 2.184], [-2.193, 0.298, 1.838], [-1.628, -1.097, 1.657], [-3.018, 0.832, -0.141], [-3.629, 0.421, -0.761], [-2.220, 1.000, -0.681]], "nbo_charge": [-0.852, -0.053, -0.655, 0.529, -0.609, 0.360, 0.360, 0.206, 0.173, 0.434, 0.118, -0.961, 0.499, 0.469, -0.987, 0.468, 0.500]}


(b)
{"formula": "C2H10N2O3", "method": "wB97M-V/def2-TZVPD", "lumo_energy_ev": 0.74, "smiles": "NCNC=O.O.O", "multiplicity": 1, "charge": 0, "gap_ev": 10.22, "elements": ["N", "C", "N", "C", "O", "H", "H", "H", "H", "H", "H", "O", "H", "H", "O", "H", "H"], "positions_angstrom": [[-2.137, -2.406, -0.188], [-2.621, -1.458, 0.819], [-1.440, -0.900, 1.503], [-0.815, 0.169, 0.970], [-1.199, 0.760, -0.025], [-1.232, -2.256, -0.594], [-2.777, -2.370, -0.971], [-3.249, -2.061, 1.473], [-3.170, -0.604, 0.428], [-1.504, -0.988, 2.493], [-0.038, 0.661, 1.569], [2.549, 0.624, -2.117], [1.750, 0.617, -2.668], [3.144, 1.193, -2.608], [4.413, 2.974, -0.345], [4.782, 3.399, 0.419], [3.545, 2.647, -0.160]], "nbo_charge": [-0.847, -0.057, -0.625, 0.517, -0.610, 0.371, 0.355, 0.188, 0.185, 0.399, 0.124, -0.941, 0.470, 0.471, -0.951, 0.471, 0.479]}


Decreasing stability: (a), (b)


(a)
{"formula": "C2H10N2O3", "method": "wB97M-V/def2-TZVPD", "lumo_energy_ev": 0.79, "smiles": "OCNO.CNO", "multiplicity": 1, "charge": 0, "gap_ev": 10.01, "elements": ["O", "C", "N", "O", "H", "H", "H", "H", "H", "C", "N", "O", "H", "H", "H", "H", "H"], "positions_angstrom": [[0.092, -1.746, -0.183], [0.654, -1.328, -1.361], [1.271, 0.017, -1.098], [2.335, -0.181, -0.151], [-0.531, -0.812, 0.212], [-0.081, -1.143, -2.163], [1.412, -2.049, -1.704], [1.736, 0.385, -1.924], [1.934, -0.833, 0.457], [-0.800, 1.150, 1.751], [-0.881, 0.551, 0.426], [-2.062, 0.981, -0.261], [0.177, 0.902, 2.164], [-1.586, 0.737, 2.389], [-0.913, 2.236, 1.715], [-0.008, 0.792, -0.245], [-2.749, 0.342, -0.026]], "nbo_charge": [-0.808, 0.072, -0.376, -0.598, 0.464, 0.147, 0.158, 0.361, 0.476, -0.427, -0.388, -0.581, 0.216, 0.195, 0.198, 0.426, 0.466]}


(b)
{"formula": "C2H10N2O3", "method": "wB97M-V/def2-TZVPD", "lumo_energy_ev": 0.42, "smiles": "NCNC=O.O.O", "multiplicity": 1, "charge": 0, "gap_ev": 9.30, "elements": ["N", "C", "N", "C", "O", "H", "H", "H", "H", "H", "H", "O", "H", "H", "O", "H", "H"], "positions_angstrom": [[0.002, 2.397, 0.456], [1.130, 1.762, -0.417], [1.078, 0.354, -0.228], [2.030, -0.368, 0.442], [3.097, 0.160, 0.848], [0.169, 2.004, 1.437], [-0.832, 2.257, -0.138], [1.984, 2.101, 0.159], [1.085, 2.147, -1.400], [0.286, -0.074, -0.797], [1.799, -1.413, 0.600], [-1.098, -3.515, 0.492], [-1.375, -4.422, 0.674], [-0.313, -3.308, 1.039], [-2.614, 0.073, -0.900], [-3.537, 0.183, -0.531], [-2.891, -0.337, -1.735]], "nbo_charge": [-0.875, -0.083, -0.630, 0.512, -0.627, 0.380, 0.374, 0.222, 0.191, 0.410, 0.123, -0.947, 0.475, 0.473, -0.936, 0.471, 0.466]}


Decreasing stability: (b), (a)


(a)
{"formula": "C4H11NS", "method": "wB97M-V/def2-TZVPD", "lumo_energy_ev": 0.98, "smiles": "CNCCCS", "multiplicity": 1, "charge": 0, "gap_ev": 9.66, "elements": ["C", "N", "C", "C", "C", "S", "H", "H", "H", "H", "H", "H", "H", "H", "H", "H", "H"], "positions_angstrom": [[-2.373, 1.272, 0.688], [-1.382, 1.374, -0.371], [0.001, 1.252, 0.060], [0.856, 0.531, -0.989], [0.725, -0.985, -0.926], [1.119, -1.754, 0.691], [-2.132, 0.443, 1.351], [-3.361, 1.118, 0.271], [-2.423, 2.148, 1.353], [-1.632, 2.206, -0.887], [-0.007, 0.671, 0.985], [0.482, 2.205, 0.326], [1.904, 0.745, -0.735], [0.641, 0.911, -1.980], [1.437, -1.462, -1.601], [-0.275, -1.362, -1.152], [2.354, -1.262, 0.798]], "nbo_charge": [-0.406, -0.642, -0.230, -0.413, -0.499, -0.059, 0.193, 0.196, 0.159, 0.358, 0.206, 0.172, 0.195, 0.217, 0.216, 0.227, 0.110]}


(b)
{"formula": "C4H11NS", "method": "wB97M-V/def2-TZVPD", "lumo_energy_ev": 1.00, "smiles": "C=CN.CSC", "multiplicity": 1, "charge": 0, "gap_ev": 9.14, "elements": ["C", "C", "N", "H", "H", "H", "H", "H", "C", "S", "C", "H", "H", "H", "H", "H", "H"], "positions_angstrom": [[-2.071, -0.877, -0.810], [-1.969, 0.009, 0.245], [-2.980, 0.941, 0.490], [-2.907, -0.963, -1.386], [-1.203, -1.547, -0.972], [-1.202, -0.044, 1.024], [-3.895, 0.876, -0.077], [-3.183, 1.161, 1.448], [1.502, 0.982, -0.750], [2.564, -0.476, -0.963], [2.779, -0.945, 0.706], [1.880, 1.654, 0.002], [0.495, 0.921, -0.430], [1.599, 1.598, -1.672], [3.797, -0.697, 1.154], [2.117, -0.556, 1.494], [2.677, -2.038, 0.498]], "nbo_charge": [-0.522, 0.005, -0.828, 0.188, 0.207, 0.196, 0.380, 0.375, -0.755, 0.220, -0.796, 0.207, 0.217, 0.229, 0.216, 0.228, 0.234]}


Decreasing stability: (a), (b)


(a)
{"formula": "C4H11NS", "method": "wB97M-V/def2-TZVPD", "lumo_energy_ev": 0.97, "smiles": "CCNCCS", "multiplicity": 1, "charge": 0, "gap_ev": 9.80, "elements": ["C", "C", "N", "C", "C", "S", "H", "H", "H", "H", "H", "H", "H", "H", "H", "H", "H"], "positions_angstrom": [[-0.434, 2.612, -0.791], [0.339, 1.521, -0.080], [-0.374, 0.259, -0.056], [0.393, -0.838, 0.483], [-0.464, -2.093, 0.572], [0.486, -3.552, 1.097], [-1.416, 2.709, -0.333], [-0.500, 2.411, -1.870], [0.155, 3.525, -0.764], [1.360, 1.403, -0.472], [0.517, 1.797, 0.968], [-0.805, 0.046, -0.946], [1.315, -1.036, -0.083], [0.701, -0.558, 1.492], [-0.897, -2.325, -0.396], [-1.257, -1.940, 1.297], [0.880, -3.941, -0.120]], "nbo_charge": [-0.615, -0.206, -0.632, -0.223, -0.509, -0.045, 0.217, 0.200, 0.216, 0.156, 0.180, 0.353, 0.163, 0.191, 0.210, 0.227, 0.118]}


(b)
{"formula": "C4H11NS", "method": "wB97M-V/def2-TZVPD", "lumo_energy_ev": 0.78, "multiplicity": 1, "charge": 0, "gap_ev": 8.27, "elements": ["C", "C", "C", "C", "N", "S", "H", "H", "H", "H", "H", "H", "H", "H", "H", "H", "H"], "positions_angstrom": [[2.893, -0.554, -1.210], [-2.628, -0.143, 0.424], [1.711, -0.652, -0.551], [-0.217, -0.051, 1.650], [-0.783, 1.294, -0.850], [-1.249, 0.994, 0.886], [3.876, -0.775, -0.658], [-0.658, 2.303, -0.893], [3.017, -0.084, -2.215], [-3.599, 0.147, 0.774], [-2.482, -1.191, 0.862], [-2.803, -0.025, -0.685], [0.749, -0.481, -0.994], [1.716, -1.043, 0.577], [0.432, 0.493, 2.418], [-0.143, -1.094, 1.375], [0.166, 0.864, -0.910]], "nbo_charge": [-0.398, -0.794, -0.396, -1.022, -1.043, 0.944, 0.202, 0.363, 0.199, 0.230, 0.243, 0.251, 0.175, 0.219, 0.240, 0.216, 0.371]}


Decreasing stability: (a), (b)


(a)
{"formula": "C4H11NS", "method": "wB97M-V/def2-TZVPD", "lumo_energy_ev": 0.04, "multiplicity": 1, "charge": 0, "gap_ev": 8.37, "elements": ["C", "C", "S", "H", "H", "H", "H", "H", "C", "C", "N", "H", "H", "H", "H", "H", "H"], "positions_angstrom": [[2.698, -0.705, 0.475], [1.476, -1.182, 1.260], [0.147, -1.747, 0.157], [2.424, 0.056, -0.257], [3.232, -1.568, 0.086], [3.461, -0.207, 1.101], [1.065, -0.393, 1.891], [1.757, -1.994, 1.935], [-1.872, 0.625, -1.072], [-1.888, 1.885, -1.516], [-2.417, 0.220, 0.134], [-1.481, -0.141, -1.728], [-1.414, 2.100, -2.466], [-2.298, 2.768, -1.044], [-0.146, -0.025, -0.257], [-2.872, 0.830, 0.787], [-1.869, -0.522, 0.515]], "nbo_charge": [-0.621, -0.526, -0.098, 0.214, 0.214, 0.209, 0.208, 0.219, -0.041, -0.493, -0.843, 0.216, 0.199, 0.196, 0.168, 0.387, 0.392]}


(b)
{"formula": "C4H11NS", "method": "wB97M-V/def2-TZVPD", "lumo_energy_ev": 0.91, "multiplicity": 1, "charge": 0, "gap_ev": 8.96, "elements": ["C", "C", "C", "C", "N", "S", "H", "H", "H", "H", "H", "H", "H", "H", "H", "H", "H"], "positions_angstrom": [[0.452, -2.151, -1.406], [0.148, 2.123, 2.037], [0.358, -0.598, -1.360], [-0.009, -0.159, 0.090], [-1.940, 1.674, 0.254], [-0.429, 1.700, 0.186], [-0.183, -2.664, -2.180], [1.483, -2.361, -1.881], [0.303, -2.461, -0.358], [0.462, 3.232, 2.032], [0.963, 1.350, 2.247], [-0.814, 1.981, 2.615], [-0.276, -0.179, -2.077], [1.365, 0.013, -1.587], [0.764, -0.247, 0.774], [-0.860, -0.840, 0.362], [-2.511, 2.394, -0.092]], "nbo_charge": [-0.634, -0.792, -0.405, -0.523, -1.222, 1.030, 0.226, 0.222, 0.214, 0.228, 0.212, 0.239, 0.214, 0.190, 0.196, 0.230, 0.376]}


Decreasing stability: (a), (b)